13
Properties=species:S:1:pos:R:3:forces:R:3:mulliken_charge:R:1 method="wB97M-V/def2-TZVPD" total_charge=0 e_homo_ev="-7.4 / -7.4" lumo_ev="-0.2112 / -0.2121"
C -0.90028 -0.95281 1.25143 -0.002 0.003 0.007 -0.9973
C -0.39655 0.29114 0.60295 0.026 -0.033 -0.063 -0.0788
C 1.33738 0.52874 -0.51863 0.422 -0.005 -0.032 -1.0468
C -0.35114 0.42512 -0.77466 -0.375 -0.083 -0.105 0.0876
C -1.00032 0.21363 -1.89942 0.287 0.004 0.239 -0.3838
H -1.79239 -1.28048 0.70175 0.113 0.021 0.053 0.3234
H -0.16366 -1.76332 1.17641 -0.098 0.113 -0.014 0.2775
H -1.12347 -0.80373 2.31193 0.044 0.008 -0.161 0.3174
H -0.00561 1.08235 1.24174 -0.074 -0.077 -0.118 0.3422
H 1.61013 1.57767 -0.39286 -0.081 -0.158 -0.018 0.2953
H 1.65234 0.14403 -1.48840 -0.113 0.052 0.139 0.3470
H 1.83708 -0.07369 0.24713 -0.106 0.081 -0.099 0.3533
H -0.40244 -0.01608 -2.78880 -0.044 0.073 0.169 0.1630

=====

36
Properties=species:S:1:pos:R:3:forces:R:3:mulliken_charge:R:1 method="wB97M-V/def2-TZVPD" total_charge=0 e_homo_ev=-6.9 lumo_ev=-1.7828
Pt -0.58459 -0.58456 -0.00006 -1.408 -1.408 0.000 0.9216
S 4.63484 4.63480 0.00022 -0.137 -0.138 0.000 0.1651
N 4.76891 3.02229 0.00010 0.171 0.205 0.000 -0.6676
C 3.54762 2.53168 0.00006 -0.213 0.349 0.000 0.7607
C 3.20995 1.12659 -0.00002 -0.746 -0.071 0.001 0.1829
C 4.11455 0.07303 -0.00009 0.105 -0.277 0.000 -0.3939
C 3.63093 -1.22398 -0.00017 0.221 0.376 0.000 -0.7819
C 2.26208 -1.44715 -0.00016 -0.158 -0.328 0.000 -0.0319
N 1.38390 -0.45052 -0.00008 0.589 0.620 0.000 -0.5768
C 1.83822 0.83181 -0.00001 1.026 -0.883 0.000 0.1781
C 0.83175 1.83824 0.00009 -0.881 1.026 0.000 0.1670
N -0.45056 1.38393 0.00001 0.620 0.589 0.000 -0.5770
C -1.44718 2.26214 -0.00001 -0.328 -0.157 0.000 -0.0297
C -1.22396 3.63097 0.00003 0.377 0.221 0.000 -0.7933
C 0.07310 4.11457 0.00011 -0.280 0.106 0.000 -0.3999
C 1.12661 3.20997 0.00015 -0.070 -0.746 -0.001 0.2036
C 2.53171 3.54760 0.00019 0.349 -0.213 0.000 0.7684
N 3.02239 4.76887 0.00025 0.203 0.172 0.000 -0.6673
H 5.17618 0.28076 -0.00008 -0.002 -0.006 0.000 0.5388
H 4.30929 -2.06400 -0.00024 -0.038 -0.040 0.000 0.4296
H 1.84267 -2.44605 -0.00022 -0.087 0.043 0.000 0.4521
H -2.44609 1.84276 -0.00006 0.043 -0.087 0.000 0.4522
H -2.06394 4.30938 0.00000 -0.040 -0.039 0.000 0.4304
H 0.28080 5.17620 0.00013 -0.006 -0.002 0.000 0.5373
Cl -4.14210 -6.34278 0.00047 0.019 -0.159 0.000 -0.2086
C -3.69365 -4.68199 0.00018 -0.331 0.316 0.005 0.2938
C -4.68200 -3.69375 0.00009 0.320 -0.323 -0.007 0.3122
Cl -6.34276 -4.14225 0.00017 -0.159 0.019 0.000 -0.2078
C -4.31981 -2.34996 -0.00038 0.401 0.221 0.008 0.2815
Cl -5.50589 -1.09899 -0.00075 -0.083 0.087 0.000 -0.2131
C -2.97632 -1.97109 -0.00010 0.116 -1.029 -0.005 0.1014
O -2.57920 -0.70750 -0.00020 0.415 0.707 0.000 -0.8959
C -1.97110 -2.97631 0.00002 -1.033 0.115 0.002 0.0819
O -0.70752 -2.57917 0.00003 0.707 0.416 0.000 -0.8955
C -2.34993 -4.31976 0.00013 0.231 0.403 -0.003 0.2948
Cl -1.09887 -5.50579 0.00022 0.086 -0.083 0.000 -0.2131

=====

56
Properties=species:S:1:pos:R:3:forces:R:3:mulliken_charge:R:1 method="wB97M-V/def2-TZVPD" total_charge=+1 e_homo_ev=-11.1 lumo_ev=-4.0115
C -1.24574 3.91492 -0.46880 -0.056 0.156 -0.099 -1.5044
N -0.73098 2.62982 -0.93675 -0.288 -0.375 -0.391 0.1754
C 0.55890 2.53358 -1.45931 0.179 -0.489 -0.131 0.4155
C 1.32452 3.68347 -1.68600 0.380 0.421 -0.036 -0.6648
C 2.55870 3.59154 -2.32205 -0.305 -0.189 0.565 -0.8310
C 3.11459 2.34563 -2.64546 -0.036 -0.602 -0.050 -1.0263
C 2.38559 1.18403 -2.40227 0.034 0.688 -0.126 -0.5353
C 1.08468 1.25517 -1.83855 0.217 1.559 -0.365 0.8701
C 0.23330 0.13126 -1.75134 0.469 0.058 -1.475 0.2245
C -1.16795 0.36937 -1.68231 -0.658 -0.163 0.718 0.4028
C -1.64827 1.63126 -1.20140 0.585 -0.612 0.168 0.0444
C -3.02513 1.80842 -0.97412 -0.303 -0.405 -0.060 -0.7932
C -3.90406 0.73270 -1.12229 0.722 0.938 0.566 -0.6173
C -3.44861 -0.52364 -1.52597 0.503 -0.530 -0.650 -0.9886
C -2.12145 -0.67102 -1.92349 -0.580 -0.055 0.436 0.0579
H -1.99783 3.75764 0.31817 0.429 0.058 -0.300 0.4857
H -0.42070 4.48530 -0.04534 -0.275 -0.009 0.007 0.4719
H -1.70136 4.45890 -1.31685 0.176 -0.035 0.459 0.3941
H 0.94326 4.66285 -1.37056 0.306 -0.507 -0.439 0.3084
H 3.10822 4.50116 -2.53335 -0.021 -0.071 0.024 0.4058
H 4.11683 2.27910 -3.09145 -0.596 0.076 0.179 0.3964
H 2.80238 0.21271 -2.68451 -0.309 0.469 -0.069 0.4717
H 0.54311 -0.75100 -2.31137 -0.145 0.213 0.207 0.9919
H -3.37300 2.78235 -0.64217 -0.212 -0.406 -0.176 0.4113
H -4.94533 0.88874 -0.86719 0.027 -0.076 -0.077 0.4259
H -4.13772 -1.38001 -1.53150 0.371 0.510 -0.320 0.4215
H -1.81591 -1.62830 -2.37762 0.046 0.583 0.378 0.3713
C -0.02733 -0.03159 4.11134 0.503 -0.011 -0.025 -0.7527
C -0.41940 -1.37392 4.75290 -0.080 -0.417 0.035 -0.5452
C -0.66819 -2.32907 3.58858 -0.155 0.183 -0.172 -0.7410
N -0.06509 -1.67746 2.43499 0.685 0.782 -0.021 0.0982
C -0.43593 -2.36194 1.23509 -0.762 -0.710 0.628 -1.4077
C 0.19297 -1.94233 -0.09209 -0.503 -0.523 0.234 2.6294
C 0.75746 -3.12123 -0.87429 0.423 -0.428 -0.557 -0.8133
C 2.09820 -2.63861 -1.48709 0.075 0.063 -0.477 -0.6706
C 2.53331 -1.46370 -0.59377 -0.290 -0.792 0.208 -0.8474
N 1.23050 -0.89167 -0.16020 -0.167 -0.120 0.918 -0.0972
C -0.19250 -0.20863 2.58753 -0.375 -0.539 0.405 -0.3344
H -0.58302 0.81151 4.51877 -0.068 -0.019 -0.145 0.3903
H 1.03051 0.15119 4.31898 -0.128 0.094 -0.003 0.2639
H 0.38958 -1.78073 5.35941 -0.073 0.253 0.155 0.2588
H -1.31719 -1.30293 5.36653 0.138 0.069 0.082 0.2912
H -0.20430 -3.31892 3.69057 -0.182 0.199 0.203 0.4034
H -1.75675 -2.47726 3.43862 0.191 -0.009 -0.049 0.3093
H -0.26603 -3.44548 1.44996 0.185 0.702 -0.329 0.3669
H -1.54799 -2.32235 1.08081 0.374 0.130 0.115 0.5097
H -0.71456 -1.62236 -0.61957 0.844 0.249 0.056 -1.9739
H 0.92950 -4.01295 -0.24142 -0.150 0.524 -0.254 0.4880
H 0.02767 -3.38697 -1.65457 0.403 -0.253 0.182 0.2297
H 2.84216 -3.43806 -1.46916 -0.067 0.144 -0.129 0.5154
H 1.98236 -2.32313 -2.55057 0.058 -0.192 0.701 0.2004
H 3.12672 -1.86262 0.26927 -0.608 0.473 -0.463 0.4263
H 3.13946 -0.69871 -1.09302 -0.167 -0.314 0.272 0.3929
H 1.38594 -0.36978 0.71228 -0.553 -0.284 -0.597 0.1239
H -1.16175 0.20845 2.24675 0.094 -0.295 -0.046 0.2251
H 0.60365 0.34532 2.06724 -0.307 -0.166 0.131 0.2749

=====

80
Properties=species:S:1:pos:R:3:forces:R:3:mulliken_spin:R:1 method="wB97M-V/def2-TZVPD" total_charge=+2 e_homo_ev="-13.8 / -13.8" lumo_ev="-6.2356 / -4.8253" s_squared=8.77 spin_multiplicity=6
Sm 0.22264 -0.22751 0.04820 0.375 -0.008 0.458 5.0736
C 1.95275 -1.01379 3.41912 -0.038 -0.093 0.095 0.0039
C 2.96898 -1.19679 2.30739 0.132 0.014 -0.188 -0.0004
N 2.41405 -1.46943 0.94762 -0.151 -0.007 0.008 -0.0065
C 2.37566 -2.91814 0.63814 0.166 0.030 -0.007 -0.0018
C 0.98495 -3.48968 0.74173 -0.109 -0.031 -0.084 0.0073
N 0.11323 -2.87127 -0.28129 -0.127 0.030 -0.044 -0.0181
C -1.16782 -3.61456 -0.40423 0.142 -0.014 -0.127 0.0082
C -2.08687 -3.48337 0.79642 -0.086 -0.155 0.053 -0.0036
C -2.79625 -2.15119 0.92861 -0.047 0.188 0.080 0.0065
N -1.93798 -1.02109 1.36967 0.063 0.059 -0.148 -0.0092
C -1.63417 -1.04291 2.81398 -0.042 -0.006 -0.009 0.0047
C -1.10861 0.32725 3.19732 -0.077 0.056 0.028 0.0012
N 0.19266 0.62968 2.55368 0.072 -0.050 -0.151 -0.0092
C 1.34083 0.37690 3.47838 -0.094 0.194 -0.066 -0.0004
H 2.48311 -1.16547 4.36163 0.029 0.031 -0.001 0.0000
H 1.19132 -1.79812 3.40092 -0.015 0.020 -0.034 -0.0013
H 3.66121 -2.00432 2.55697 -0.039 0.017 0.057 0.0004
H 3.56486 -0.28754 2.22727 0.000 -0.019 0.058 0.0001
H 3.07351 -1.03391 0.30584 -0.034 -0.024 0.015 -0.0001
H 3.06104 -3.46752 1.28852 -0.076 -0.009 -0.001 -0.0002
H 2.74322 -3.06130 -0.37880 -0.017 -0.022 -0.012 0.0000
H 0.55672 -3.30014 1.72745 0.052 0.027 0.021 -0.0018
H 1.01697 -4.57741 0.60977 0.015 0.029 0.010 0.0003
H 0.59199 -2.98281 -1.17446 -0.022 -0.064 0.061 0.0008
H -0.94158 -4.67192 -0.57721 -0.042 0.002 0.054 0.0000
H -1.68023 -3.25486 -1.29928 -0.019 0.009 0.033 -0.0035
H -1.57846 -3.75130 1.72465 0.057 0.029 0.010 -0.0002
H -2.86072 -4.24663 0.68658 -0.013 0.039 -0.036 0.0000
H -3.62869 -2.24692 1.63341 0.009 -0.053 -0.031 0.0003
H -3.22751 -1.87141 -0.03616 0.013 -0.038 -0.012 -0.0019
H -2.51001 -0.18842 1.24535 -0.016 -0.024 -0.007 0.0022
H -0.90615 -1.82741 3.02552 0.009 0.037 0.004 -0.0023
H -2.53489 -1.27675 3.39216 0.027 0.047 0.013 -0.0006
H -1.03502 0.42712 4.28308 0.009 -0.070 -0.032 -0.0001
H -1.83420 1.08102 2.87175 0.007 -0.040 0.013 -0.0015
H 0.21325 1.63157 2.36880 0.002 -0.025 0.057 0.0006
H 1.00069 0.59725 4.49333 0.069 -0.046 0.003 -0.0006
H 2.11014 1.10943 3.23157 0.005 -0.033 0.040 0.0006
C -0.38351 5.37351 -1.09682 0.123 0.073 0.028 -0.0004
C -1.76654 4.75023 -0.91272 -0.109 -0.023 -0.063 0.0002
C -2.26503 4.98581 0.50654 0.032 0.005 0.123 -0.0002
C -1.82686 3.29285 -1.34118 0.008 0.016 0.034 -0.0005
C -2.38544 2.29592 -0.54573 0.023 -0.004 -0.035 -0.0032
C -2.55781 1.00151 -1.03418 -0.049 -0.159 -0.062 0.0085
C -2.15576 0.63548 -2.31976 0.045 0.128 0.033 -0.0025
C -2.51176 -0.71120 -2.89123 -0.036 -0.089 0.014 -0.0001
C -1.54649 1.62500 -3.09152 0.008 0.004 -0.007 -0.0014
C -1.39887 2.91809 -2.61615 -0.003 -0.027 -0.001 -0.0011
H -0.44501 6.44908 -0.93764 -0.004 0.022 0.004 0.0000
H 0.02801 5.22003 -2.09344 -0.018 -0.033 -0.017 -0.0002
H 0.33484 4.98409 -0.37182 -0.016 -0.031 0.014 0.0002
H -2.44796 5.27486 -1.59344 0.017 -0.011 0.022 0.0000
H -1.64742 4.45250 1.23729 0.016 -0.012 -0.016 0.0001
H -3.30161 4.68120 0.64907 -0.029 -0.010 -0.038 0.0000
H -2.20239 6.04348 0.75655 -0.002 0.026 -0.040 0.0000
H -2.77670 2.54137 0.43289 -0.019 0.023 0.027 -0.0007
H -3.17111 0.30164 -0.47754 -0.017 0.015 -0.009 0.0028
H -3.54129 -0.97224 -2.64618 -0.035 0.004 0.000 0.0001
H -1.87575 -1.51804 -2.51558 0.026 0.038 0.014 0.0010
H -2.42199 -0.71855 -3.97609 -0.052 0.034 0.017 -0.0001
H -1.25503 1.40425 -4.11199 -0.007 -0.023 -0.020 -0.0004
H -0.97284 3.66547 -3.27266 -0.009 0.033 -0.029 0.0001
I 2.94202 1.95030 0.31135 0.090 -0.150 -0.045 -0.0076
C 1.03266 1.93790 -0.68517 -0.346 0.039 -0.047 -0.0524
H 1.28075 2.12675 -1.72361 -0.026 0.112 -0.016 0.0092
H 0.55857 2.84106 -0.30240 -0.027 -0.058 0.003 0.0021
C 0.52335 -1.66447 -4.07231 0.025 0.001 -0.178 -0.0011
P 1.47976 -0.80182 -2.78600 -0.012 0.101 0.390 0.0025
C 2.04248 0.70032 -3.63427 0.054 0.033 -0.206 -0.0021
C 3.01288 -1.79404 -2.75734 0.108 -0.066 -0.151 -0.0015
H 1.16520 -1.87686 -4.92926 -0.025 0.007 -0.011 -0.0001
H -0.30622 -1.03983 -4.40236 0.080 -0.041 0.000 -0.0004
H 0.11542 -2.60840 -3.70857 -0.003 -0.012 0.023 0.0001
H 2.44812 0.44955 -4.61670 0.005 0.008 0.030 0.0003
H 2.81996 1.19128 -3.04819 0.015 -0.021 0.016 0.0004
H 1.21436 1.39631 -3.76031 -0.006 -0.010 -0.025 0.0003
H 3.48329 -1.76660 -3.74251 0.020 0.009 0.027 -0.0002
H 2.80924 -2.84026 -2.52791 -0.040 -0.012 0.011 0.0001
H 3.72564 -1.40442 -2.02971 0.004 0.036 0.005 0.0004

=====

52
Properties=species:S:1:pos:R:3:forces:R:3:mulliken_charge:R:1 method="wB97M-V/def2-TZVPD" total_charge=+3 e_homo_ev=-16.0 lumo_ev=-10.2484
W 0.49625 0.00116 0.18357 -1.442 -0.707 0.200 1.1876
C 4.13769 -0.73879 -2.12691 0.007 -0.007 -0.021 -0.8308
C 5.03805 -1.16146 -1.16222 0.002 0.003 0.018 -0.4843
C 4.62717 -1.24198 0.16390 0.010 -0.020 -0.001 -0.7829
C 3.32872 -0.91408 0.48775 0.019 -0.026 -0.032 1.1759
N 2.44698 -0.48183 -0.45454 0.299 0.000 -0.062 0.2328
C 2.86374 -0.38871 -1.73460 -0.072 0.013 0.009 0.1437
C 2.76660 -1.00216 1.84546 -0.101 0.007 -0.078 0.5759
C 3.45561 -1.44834 2.95197 0.012 -0.005 0.017 -0.7136
C 2.79647 -1.54663 4.17149 0.001 0.004 -0.006 -0.4672
C 1.45764 -1.18965 4.25536 0.004 -0.002 -0.003 -0.7913
C 0.82988 -0.72544 3.12294 0.011 0.001 0.010 0.3434
N 1.45811 -0.62649 1.93108 0.111 -0.111 0.182 -0.2172
H 4.41954 -0.66226 -3.16744 -0.010 0.003 -0.001 0.4427
H 6.05312 -1.42201 -1.43244 -0.001 -0.001 0.000 0.4866
H 5.32217 -1.56432 0.92495 0.000 -0.005 -0.003 0.4196
H 2.13798 -0.02684 -2.44928 -0.050 0.024 -0.020 0.4550
H 4.49498 -1.73108 2.87580 -0.002 -0.004 0.002 0.4283
H 3.32583 -1.90371 5.04549 -0.002 0.000 0.001 0.4867
H 0.91069 -1.26331 5.18440 0.001 0.001 0.000 0.4597
H -0.20604 -0.42523 3.13579 -0.019 0.019 0.001 -0.0519
Br -1.73966 -1.48182 -7.34463 0.004 0.003 -0.005 -0.0621
C -1.70607 -1.62843 -5.48715 -0.032 -0.016 -0.008 0.0420
C -2.26358 -2.74705 -4.87333 0.017 0.003 0.030 -0.5141
C -2.24729 -2.84739 -3.49737 -0.047 -0.040 -0.012 -0.6669
C -1.64966 -1.83711 -2.73249 -0.010 0.183 0.129 0.5586
C -1.09477 -0.71760 -3.35761 0.022 -0.025 0.073 -0.0410
C -1.13015 -0.60655 -4.72963 0.041 0.054 0.019 -0.7980
C -1.72268 -2.01746 -1.29888 -0.198 -0.881 -0.242 0.3846
O -2.31714 -2.72929 -0.59571 -0.016 0.273 0.088 -0.3987
O -0.66896 -1.14840 -0.51789 1.150 1.130 0.108 -0.6090
H -2.71088 -3.52668 -5.47360 0.000 -0.006 0.007 0.4676
H -2.68625 -3.70614 -3.00735 -0.007 0.001 -0.005 0.4698
H -0.66817 0.07958 -2.76232 0.041 0.085 -0.033 0.4153
H -0.72968 0.26513 -5.22852 0.013 -0.014 0.016 0.4766
C -3.06924 5.06587 1.69015 0.000 0.005 -0.002 -1.4069
C -2.44178 3.73517 1.51291 -0.037 -0.048 0.013 0.6444
C -2.92766 2.55042 2.02037 -0.015 0.079 0.024 -0.9369
C -2.24077 1.35295 1.82029 0.036 0.000 -0.076 1.0980
N -1.08106 1.36580 1.11999 0.037 -0.206 -0.107 -0.1453
C -0.64782 2.50507 0.58349 0.137 0.113 -0.041 0.1436
S 0.77469 2.28976 -0.39455 -0.012 0.184 -0.249 -0.3535
N -1.28482 3.66203 0.78670 0.027 -0.031 0.045 0.0882
C -2.76434 0.06532 2.34366 0.071 -0.047 -0.016 -1.5295
H -4.11017 4.96393 1.98576 0.003 0.002 0.007 0.3979
H -3.01054 5.66100 0.77764 -0.001 -0.001 -0.001 0.4434
H -2.54204 5.60888 2.48146 0.002 0.003 -0.005 0.3495
H -3.85825 2.55156 2.56985 0.004 -0.001 0.005 0.5225
H -0.91322 4.50774 0.36019 0.006 -0.002 0.001 0.3351
H -3.85159 0.08484 2.38814 -0.010 0.006 -0.007 0.5156
H -2.41350 -0.07654 3.37083 -0.032 -0.008 0.013 0.3280
H -2.44413 -0.78142 1.73705 0.026 0.015 0.018 0.2824

=====

10
Properties=species:S:1:pos:R:3:forces:R:3:mulliken_charge:R:1 method="wB97M-V/def2-TZVPD" total_charge=0 e_homo_ev=-8.7 lumo_ev=-0.6716
C -1.21471 -0.42258 -1.19686 -0.527 0.642 1.559 -0.6694
N 1.08647 -0.74239 -1.33808 0.362 1.127 0.193 -0.3908
N 0.09680 -0.19827 -0.83728 3.859 -0.284 1.016 -0.0103
Si 1.83737 1.30703 2.74703 -0.283 0.326 0.005 0.1071
H -1.70481 0.49613 -0.97070 -0.935 0.486 0.145 0.2444
H -1.33799 -0.67472 -2.17524 -0.627 -1.247 -2.909 0.3975
H -1.46479 -1.16503 -0.45661 -0.958 -0.469 -0.040 0.2374
H 1.00384 -1.25743 -2.23969 -1.151 -0.222 0.119 0.2002
H 0.96896 0.31229 3.46873 -0.016 -0.302 0.069 -0.0577
H 0.72888 2.34498 2.99872 0.276 -0.057 -0.157 -0.0583

=====

Result set for E: -195.1021, -3417.4057, -1058.4185, -2459.4836, -4296.3890, -440.5175 a.u., one per record in the order listed.
Result set for molar mass: 68.12, 679.23, 348.51, 701.92, 680.25, 74.16 g mol⁻¹, one per record in the order listed.